P) A cluster of 2 separate species, C2H3NO3 in total. Source: the OMol25 dataset; level of theory: wB97M-V/def2-TZVPD.

Positions of all 9 atoms, in Å:
C (0.33, -1.31, 1.96)
C (-0.55, 0.77, -1.23)
N (0.81, 0.72, -0.76)
O (1.21, -2.02, 1.85)
O (-0.44, -0.49, 2.11)
O (1.20, -0.26, -0.08)
H (-0.63, 1.44, -2.16)
H (-0.98, -0.15, -1.29)
H (-0.96, 1.30, -0.40)

For the molar mass, the calculation gives 89.0 u. The structure (SMILES) is O=C=O.CN=O. The value obtained for the frontier orbital gap is 0.337 hartree. Its charge is 0.

---

Q) The molecule C2H3NO3. Source: the OMol25 dataset; level of theory: wB97M-V/def2-TZVPD.

Positions of all 9 atoms, in Å:
C (0.34, 0.48, -0.48)
C (-0.41, -0.75, -0.81)
N (0.34, 0.68, 1.20)
O (1.15, 1.20, -0.96)
O (-0.53, 0.10, 1.81)
O (1.08, 1.50, 1.61)
H (-0.99, -1.02, 0.17)
H (0.18, -1.69, -1.12)
H (-1.16, -0.50, -1.42)

For the molar mass, the calculation gives 89.0 u. The structure (SMILES) is CC(=O)[N+](=O)[O-]. The value obtained for the frontier orbital gap is 0.363 hartree. Its charge is 0.

---

R) The molecule C2H3NO3. Source: the OMol25 dataset; level of theory: wB97M-V/def2-TZVPD.

Positions of all 9 atoms, in Å:
O (-0.72, 1.21, 1.35)
C (0.50, 1.09, 1.07)
N (0.85, 0.14, 0.14)
C (0.02, -0.62, -0.73)
O (-1.28, -0.61, -0.52)
O (0.69, -1.36, -1.40)
H (1.14, 1.79, 1.57)
H (1.75, 0.33, -0.26)
H (-1.50, 0.10, 0.26)

For the molar mass, the calculation gives 89.0 u. The structure (SMILES) is O=CNC(=O)O. The value obtained for the frontier orbital gap is 0.422 hartree. Its charge is 0.

---

Going by the computed energies, the most stable comes first: R), P), Q).

---

P) The molecule C2H3NO3. Source: the OMol25 dataset; level of theory: wB97M-V/def2-TZVPD.

Positions of all 9 atoms, in Å:
C (0.75, -0.20, -0.08)
C (-0.71, -0.19, -0.17)
H (2.17, 1.24, 0.04)
H (0.48, 1.83, 0.01)
H (-2.11, 0.79, 0.27)
N (1.21, 1.10, -0.29)
O (1.59, -1.14, 0.26)
O (-1.19, 1.07, 0.30)
O (-1.55, -1.09, -0.17)

For the molar mass, the calculation gives 89.0 u. The structure (SMILES) is NC(=O)C(=O)O. The value obtained for the frontier orbital gap is 0.364 hartree. Its charge is 0.

---

Q) The molecule C2H3NO3. Source: the OMol25 dataset; level of theory: wB97M-V/def2-TZVPD.

Positions of all 9 atoms, in Å:
C (0.76, -0.29, 0.02)
C (0.50, 1.19, 0.04)
H (-1.73, 0.19, -0.17)
H (-0.16, -1.96, 0.02)
H (1.17, 1.90, 0.49)
N (-0.36, -1.05, -0.37)
O (-1.53, -0.84, 0.21)
O (1.96, -0.64, -0.04)
O (-0.61, 1.51, -0.21)

For the molar mass, the calculation gives 89.0 u. The structure (SMILES) is O=CC(=O)NO. The value obtained for the frontier orbital gap is 0.321 hartree. Its charge is 0.

---

Going by the computed energies, the most stable comes first: P), Q).

---

P) The molecule C3H9NS. Source: the OMol25 dataset; level of theory: wB97M-V/def2-TZVPD.

Positions of all 14 atoms, in Å:
C (2.12, -0.58, -0.19)
N (0.92, -0.15, 0.65)
C (-0.30, 0.29, -0.19)
C (-1.64, 0.13, 0.60)
S (-3.14, 0.03, -0.52)
H (1.76, -1.52, -0.69)
H (2.70, 0.05, -0.97)
H (2.92, -0.81, 0.69)
H (1.22, 0.52, 1.36)
H (-0.47, -0.46, -0.97)
H (-0.10, 1.37, -0.67)
H (-1.89, 1.04, 1.16)
H (-1.42, -0.73, 1.28)
H (-2.67, 0.81, -1.53)

For the molar mass, the calculation gives 91.2 u. The structure (SMILES) is CNCCS. The value obtained for the frontier orbital gap is 0.368 hartree. Its charge is 0.

---

Q) The molecule C3H9NS. Source: the OMol25 dataset; level of theory: wB97M-V/def2-TZVPD.

Positions of all 14 atoms, in Å:
C (1.71, -0.59, 1.42)
S (0.14, 0.06, 2.06)
H (2.33, 0.25, 1.10)
H (2.20, -1.02, 2.29)
H (1.52, -1.34, 0.68)
C (-0.97, 0.09, -1.81)
C (-0.52, 0.67, 0.48)
N (-0.72, -0.39, -0.46)
H (-1.84, 0.73, -1.89)
H (-1.09, -0.77, -2.46)
H (-0.11, 0.66, -2.13)
H (0.24, 1.37, 0.12)
H (-1.42, 1.25, 0.72)
H (-1.48, -0.98, -0.13)

For the molar mass, the calculation gives 91.2 u. The structure (SMILES) is CNCSC. The value obtained for the frontier orbital gap is 0.353 hartree. Its charge is 0.

---

Going by the computed energies, the most stable comes first: Q), P).

---

P) The molecule C3H9NS. Source: the OMol25 dataset; level of theory: wB97M-V/def2-TZVPD.

Positions of all 14 atoms, in Å:
C (1.14, -1.19, 1.76)
S (-0.11, -0.13, 0.98)
H (2.03, -0.58, 1.92)
H (0.75, -1.46, 2.73)
H (1.24, -2.08, 1.15)
C (-1.57, 0.88, -1.38)
C (0.69, -0.03, -0.63)
N (-0.21, 0.43, -1.66)
H (-2.12, 0.09, -0.88)
H (-2.06, 1.05, -2.35)
H (-1.62, 1.82, -0.82)
H (1.17, -0.96, -0.96)
H (1.54, 0.64, -0.48)
H (0.23, 0.89, -2.44)

For the molar mass, the calculation gives 91.2 u. The structure (SMILES) is CNCSC. The value obtained for the frontier orbital gap is 0.334 hartree. Its charge is 0.

---

Q) The molecule C3H9NS. Source: the OMol25 dataset; level of theory: wB97M-V/def2-TZVPD.

Positions of all 14 atoms, in Å:
C (1.18, -0.05, 0.14)
C (0.09, 0.88, -0.38)
C (-1.30, 0.76, 0.28)
H (1.61, -2.09, 0.04)
H (0.26, -1.64, -0.79)
H (2.11, 0.07, -0.41)
H (1.44, 0.44, 1.11)
H (-0.02, 0.82, -1.49)
H (0.45, 1.91, -0.23)
H (-1.92, 1.57, -0.17)
H (-1.23, 0.88, 1.40)
H (-1.26, -1.41, 0.58)
N (0.81, -1.45, 0.02)
S (-2.23, -0.70, -0.10)

For the molar mass, the calculation gives 91.2 u. The structure (SMILES) is NCCCS. The value obtained for the frontier orbital gap is 0.358 hartree. Its charge is 0.

---

Going by the computed energies, the most stable comes first: Q), P).

---

P) A cluster of 2 separate species, C3H9NS in total. Source: the OMol25 dataset; level of theory: wB97M-V/def2-TZVPD.

Positions of all 14 atoms, in Å:
C (-0.62, -0.35, 1.46)
S (-2.16, 0.49, 0.93)
H (-0.94, -1.05, 2.24)
H (0.16, 0.26, 1.93)
H (-0.15, -0.97, 0.71)
C (1.52, -0.54, -1.25)
C (0.74, 0.51, -1.56)
N (2.75, -0.52, -0.63)
H (1.10, -1.50, -1.56)
H (0.12, 0.51, -2.44)
H (1.04, 1.50, -1.21)
H (-2.10, 0.45, -0.43)
H (3.34, 0.30, -0.69)
H (3.24, -1.37, -0.84)

For the molar mass, the calculation gives 91.2 u. The structure (SMILES) is C=CN.CS. The value obtained for the frontier orbital gap is 0.342 hartree. Its charge is 0.

---

Q) A cluster of 2 separate species, C3H9NS in total. Source: the OMol25 dataset; level of theory: wB97M-V/def2-TZVPD.

Positions of all 14 atoms, in Å:
C (1.76, 0.96, -1.41)
S (-0.01, 1.48, -1.41)
H (2.14, 1.08, -0.41)
H (2.39, 1.47, -2.13)
H (1.69, -0.12, -1.74)
C (-0.73, -1.11, 1.30)
C (0.56, -1.58, 1.27)
N (-1.86, -1.63, 1.98)
H (-0.91, -0.28, 0.66)
H (1.02, -1.75, 0.29)
H (1.09, -1.52, 2.23)
H (0.21, 2.29, -2.50)
H (-1.56, -2.34, 2.65)
H (-2.37, -0.92, 2.50)

For the molar mass, the calculation gives 91.2 u. The structure (SMILES) is C=CN.CS. The value obtained for the frontier orbital gap is 0.316 hartree. Its charge is 0.

---

R) The molecule C3H9NS. Source: the OMol25 dataset; level of theory: wB97M-V/def2-TZVPD.

Positions of all 14 atoms, in Å:
C (1.05, 0.41, -0.44)
C (-0.38, -0.14, -0.33)
C (-0.94, 0.06, 1.08)
S (-2.81, 0.14, 1.02)
N (1.90, -0.43, -1.30)
H (1.01, 1.42, -0.86)
H (1.48, 0.56, 0.54)
H (-0.25, -1.20, -0.52)
H (-1.07, 0.38, -0.99)
H (-0.82, -0.77, 1.77)
H (-0.61, 0.95, 1.60)
H (-3.01, -0.86, 1.87)
H (2.88, -0.22, -1.17)
H (1.58, -0.31, -2.25)

For the molar mass, the calculation gives 91.2 u. The structure (SMILES) is NCCCS. The value obtained for the frontier orbital gap is 0.368 hartree. Its charge is 0.

---

S) The molecule C3H9NS. Source: the OMol25 dataset; level of theory: wB97M-V/def2-TZVPD.

Positions of all 14 atoms, in Å:
C (0.07, -2.23, 1.11)
S (-0.18, -1.19, -0.31)
H (-0.80, -2.41, 1.74)
H (0.45, -3.20, 0.80)
H (0.80, -1.84, 1.82)
C (0.38, 1.44, -1.61)
C (-0.40, 0.49, 0.54)
N (-0.01, 1.63, -0.23)
H (1.18, 0.71, -1.68)
H (0.78, 2.35, -2.06)
H (-0.43, 1.04, -2.23)
H (0.20, 0.29, 1.43)
H (-1.48, 0.48, 0.68)
H (-0.56, 2.43, 0.00)

For the molar mass, the calculation gives 91.2 u. The structure (SMILES) is CNCSC. The value obtained for the frontier orbital gap is 0.338 hartree. Its charge is 0.

---

Going by the computed energies, the most stable comes first: R), S), P), Q).

---

P) A cluster of 2 separate species, C3H9NS in total. Source: the OMol25 dataset; level of theory: wB97M-V/def2-TZVPD.

Positions of all 14 atoms, in Å:
C (1.50, 2.64, -1.10)
S (0.31, 1.24, -1.26)
H (2.46, 2.12, -1.07)
H (1.31, 3.17, -0.18)
H (1.64, 3.25, -1.99)
C (-0.63, -1.66, 0.76)
C (-1.39, -2.21, -0.20)
N (-0.95, -1.03, 1.98)
H (0.42, -1.48, 0.57)
H (-0.83, -2.35, -1.11)
H (-2.39, -2.56, -0.01)
H (1.17, 0.30, -0.87)
H (-0.96, -0.02, 1.94)
H (-1.67, -1.40, 2.54)

For the molar mass, the calculation gives 91.2 u. The structure (SMILES) is C=CN.CS. The value obtained for the frontier orbital gap is 0.351 hartree. Its charge is 0.

---

Q) A cluster of 2 separate species, C3H9NS in total. Source: the OMol25 dataset; level of theory: wB97M-V/def2-TZVPD.

Positions of all 14 atoms, in Å:
C (-2.23, 0.60, 1.00)
C (-0.44, 1.99, 0.65)
N (-0.82, 0.77, 0.56)
H (-2.27, 0.53, 2.08)
H (-2.56, -0.37, 0.61)
H (-2.89, 1.39, 0.62)
H (-1.21, 2.76, 0.55)
H (0.61, 2.16, 0.86)
H (-0.28, -0.48, -0.26)
C (2.12, -0.58, -0.16)
S (0.65, -1.33, -1.03)
H (2.73, -0.03, -0.88)
H (1.76, 0.12, 0.59)
H (2.71, -1.39, 0.25)

For the molar mass, the calculation gives 91.2 u. The structure (SMILES) is C=NC.CS. The value obtained for the frontier orbital gap is 0.308 hartree. Its charge is 0.

---

Going by the computed energies, the most stable comes first: P), Q).

---

P) A cluster of 3 separate species, C4H16N2O2 in total. Source: the OMol25 dataset; level of theory: wB97M-V/def2-TZVPD.

Positions of all 24 atoms, in Å:
C (1.03, -1.84, 0.25)
C (1.26, -0.59, 1.08)
C (1.67, 0.54, 0.12)
C (0.86, 2.86, -0.18)
N (0.62, 1.56, 0.03)
N (-0.37, -1.93, -0.37)
H (1.79, -2.03, -0.50)
H (1.09, -2.77, 0.84)
H (0.34, -0.38, 1.64)
H (2.19, -0.74, 1.64)
H (2.56, 1.09, 0.49)
H (1.84, 0.29, -0.95)
H (1.82, 3.24, -0.48)
H (0.05, 3.58, -0.15)
H (-0.31, 1.18, 0.16)
H (-0.99, -2.39, 0.29)
H (-0.35, -2.61, -1.13)
H (-0.86, -1.09, -0.72)
H (-2.01, 0.40, 2.16)
H (-2.61, 0.74, 0.83)
O (-1.78, 0.46, 1.22)
H (-2.28, 0.32, -2.78)
H (-3.22, -0.11, -1.68)
O (-2.34, 0.23, -1.81)

As for the expectation value of S²: 0.75. For the molar mass, the calculation gives 124.2 u. As for the spin multiplicity: 2. The value obtained for the frontier orbital gap (spin up / spin down) is 0.175 / 0.344 hartree. Its charge is +1.

---

Q) A cluster of 4 separate species, C4H16N2O2 in total. Source: the OMol25 dataset; level of theory: wB97M-V/def2-TZVPD.

Positions of all 24 atoms, in Å:
N (1.27, -1.22, 0.29)
C (0.00, 0.11, -2.26)
C (-0.55, -0.30, -0.88)
C (0.36, -0.07, 0.31)
C (-0.40, -0.04, 1.66)
N (1.98, -2.75, 2.37)
H (2.56, -3.63, 2.23)
H (0.35, -0.01, 2.44)
H (-0.90, 0.10, -2.91)
H (0.34, 1.14, -2.23)
H (0.76, -0.51, -2.69)
H (-0.62, -1.39, -0.81)
H (-1.54, 0.11, -0.86)
H (0.85, 0.90, 0.17)
H (-1.14, -0.82, 1.87)
H (-0.93, 0.94, 1.65)
H (2.59, -1.94, 2.31)
H (1.34, -2.67, 1.54)
H (-3.17, 2.45, -2.05)
H (2.23, -1.01, 0.43)
O (-2.38, 2.09, -1.71)
H (-1.37, 2.37, -0.90)
H (-1.04, 3.46, 0.21)
O (-0.60, 2.68, -0.16)

As for the expectation value of S²: 1.77. For the molar mass, the calculation gives 124.2 u. As for the spin multiplicity: 2. The value obtained for the frontier orbital gap (spin up / spin down) is 0.277 / 0.196 hartree. Its charge is +1.

---

Going by the computed energies, the most stable comes first: P), Q).